Molecular formula: C37H33BCrF7N5OS2Sb
Method: DFT, the ωB97M-V functional and the def2-TZVPD basis

```
88
Properties=species:S:1:pos:R:3:forces:R:3:mulliken_charge:R:1
Cr -0.03174 -0.17547 -0.08350 -0.352 -0.273 0.004 0.859
N -7.88977 0.70140 -7.08681 0.219 -0.040 0.300 -0.427
C -7.21981 0.58955 -6.15811 0.026 -0.015 0.045 -0.066
C -6.37367 0.44788 -4.98850 -0.281 0.022 -0.265 0.435
C -5.01952 0.74764 -5.07555 0.125 0.041 -0.098 -0.950
C -4.21252 0.62647 -3.95741 0.134 0.068 -0.067 -0.113
C -4.77245 0.19163 -2.76957 0.244 0.015 0.347 0.630
C -6.11720 -0.11321 -2.66525 -0.122 -0.074 0.068 -0.491
C -6.92329 0.02019 -3.78269 -0.080 -0.033 0.013 -0.839
N -3.92533 0.07878 -1.60220 -0.363 0.114 -0.111 0.292
C -4.20002 0.55525 -0.32962 -0.049 -0.033 -0.256 -0.672
C -3.10573 0.29344 0.41963 0.176 -0.256 -0.268 -1.062
N -2.15446 -0.35129 -0.37690 -0.017 0.201 -0.028 0.797
C -2.69873 -0.44290 -1.58751 -0.027 -0.217 0.233 -0.902
H -4.60537 1.09243 -6.01401 -0.009 -0.012 0.043 0.458
H -3.16415 0.90146 -4.00189 -0.090 0.003 -0.005 0.480
H -6.53311 -0.46443 -1.72779 0.018 0.028 -0.064 0.494
H -7.97742 -0.21641 -3.72837 0.027 0.017 0.012 0.468
H -5.12309 1.06287 -0.09238 0.126 -0.076 -0.066 0.578
H -2.93316 0.53708 1.45258 0.073 0.016 -0.039 0.659
H -2.24697 -0.89787 -2.45452 0.006 0.089 0.026 0.642
C 1.15911 -4.17306 1.36949 -0.181 -0.120 0.056 -1.060
S 1.98868 -2.88217 0.48655 -0.139 0.163 -0.804 0.580
C 2.77318 -2.11680 1.88243 -0.109 0.118 0.124 -0.550
O 0.87742 -1.96258 -0.11399 -0.046 -0.106 0.113 -0.648
H 1.95261 -4.86496 1.66860 -0.128 0.033 0.002 0.510
H 0.48885 -4.67707 0.67512 0.003 -0.005 0.060 0.398
H 0.63750 -3.78164 2.24069 -0.058 -0.041 -0.011 0.218
H 3.39592 -2.89678 2.32999 -0.036 0.049 -0.074 0.508
H 2.02077 -1.77666 2.58770 0.010 0.071 0.099 0.293
H 3.40955 -1.31569 1.52597 0.063 0.124 -0.029 -0.052
F -0.56471 1.76264 -0.11228 0.112 -0.064 0.101 -0.358
B -0.53633 2.04409 -1.58748 -0.198 0.201 -0.083 0.213
F -0.30395 0.62681 -2.04329 0.281 0.267 0.198 -0.334
F 0.56137 2.80311 -1.82857 -0.409 -0.184 0.019 -0.170
F -1.72960 2.50230 -2.01326 0.399 -0.351 0.136 -0.231
F 4.87015 6.02485 1.26735 0.022 0.051 0.025 -0.316
C 4.36273 4.89272 0.78499 0.061 0.051 -0.012 0.218
C 3.16536 4.43356 1.29657 -0.114 -0.047 0.060 -0.522
C 2.64251 3.25467 0.78799 0.110 0.007 -0.073 -0.748
C 3.32200 2.56088 -0.21219 -0.081 0.104 0.066 0.335
C 4.52873 3.05202 -0.71499 -0.034 0.094 0.062 -0.460
C 5.05713 4.22940 -0.21161 0.064 -0.052 -0.079 -0.820
Sb 2.53846 0.80343 -1.02052 0.283 -0.128 0.147 1.692
C 4.20991 -0.48529 -0.81614 0.066 -0.192 0.142 0.262
C 4.27077 -1.70546 -1.49826 0.079 0.113 0.080 -0.450
C 5.38696 -2.52327 -1.39549 -0.113 -0.034 -0.043 -0.773
C 6.43152 -2.11112 -0.58924 0.047 0.035 0.027 0.252
F 7.50065 -2.89615 -0.47447 0.051 -0.049 -0.011 -0.316
C 6.40882 -0.91400 0.10285 -0.027 0.062 0.038 -0.765
C 5.29064 -0.10066 -0.01509 -0.057 -0.065 -0.022 -0.292
C 2.65790 1.12971 -3.09936 -0.142 -0.033 -0.038 1.000
C 2.78771 2.43263 -3.57325 0.074 -0.049 -0.132 -0.449
C 2.94772 2.66387 -4.93124 -0.015 0.143 0.127 -0.792
C 2.95632 1.58380 -5.78998 0.019 0.052 -0.125 0.266
F 3.11046 1.80413 -7.09541 0.001 0.008 -0.056 -0.311
C 2.80388 0.28396 -5.35298 -0.019 -0.185 0.070 -0.801
C 2.65003 0.06111 -3.99365 -0.021 0.106 -0.060 -0.613
H 2.66014 4.99909 2.06961 0.034 -0.033 -0.046 0.486
H 1.69484 2.89458 1.16956 -0.021 -0.016 -0.009 0.233
H 5.06170 2.52714 -1.50195 -0.040 0.030 0.046 0.620
H 5.98938 4.63916 -0.57989 -0.049 -0.014 0.023 0.471
H 3.45037 -2.03751 -2.12357 0.036 0.019 0.019 0.269
H 5.46094 -3.46283 -1.93132 -0.010 0.076 0.049 0.492
H 7.25862 -0.62963 0.71170 -0.050 -0.020 -0.039 0.500
H 5.27639 0.84475 0.51705 -0.014 -0.088 -0.020 0.526
H 2.76709 3.27609 -2.89754 0.009 0.009 0.010 0.475
H 3.05856 3.66595 -5.32660 0.002 -0.057 0.020 0.487
H 2.81108 -0.52837 -6.06948 -0.007 0.053 0.050 0.484
H 2.51916 -0.95672 -3.65563 -0.005 -0.043 0.023 0.247
N -2.06363 -2.71494 1.28793 0.139 -0.191 0.010 -0.159
C -1.74005 -1.96474 2.34203 0.066 0.154 0.212 0.610
S -0.57682 -0.69141 2.26079 0.423 0.341 -0.172 -0.337
N -2.33019 -2.26238 3.49365 0.052 0.298 0.302 -0.072
C -2.24440 -1.71620 4.83908 0.062 -0.105 -0.357 0.845
C -2.59746 -2.60860 5.84137 0.000 -0.170 0.069 -0.576
C -2.58080 -2.20512 7.16577 -0.017 -0.040 0.019 -0.634
C -2.21686 -0.90653 7.49173 -0.010 -0.009 0.017 -0.527
C -1.88257 -0.01674 6.48387 0.008 0.016 -0.065 -0.811
C -1.89609 -0.40870 5.14988 -0.079 -0.008 -0.041 -0.221
H -1.64394 -2.53384 0.39456 -0.035 0.086 -0.028 0.061
H -2.80736 -3.39360 1.33054 -0.012 -0.004 0.008 0.208
H -2.91290 -3.08545 3.46280 -0.115 -0.079 0.057 0.206
H -2.88606 -3.62651 5.59070 0.038 0.086 0.036 0.320
H -2.85277 -2.90903 7.94174 0.001 0.031 -0.034 0.391
H -2.20618 -0.58766 8.52594 0.006 -0.014 -0.044 0.410
H -1.61635 1.00390 6.72893 -0.011 -0.048 -0.023 0.389
H -1.65968 0.31215 4.38539 -0.003 0.010 -0.017 0.422
```
Positions in Å, forces in eV/Å.

Summary:
- 2S+1: 4
- Strongest force on any atom: 0.833 eV/A
- HOMO level (alpha / beta): -0.4989 / -0.4988 Eh
- Molar mass: 945.39 g mol⁻¹
- Net charge: +2
- Calculated total energy: -124723.535 eV
- LUMO energy (alpha / beta): -7.48 / -5.97 eV
- ⟨S²⟩: 3.8992

***

Molecular formula: C8F10Tl
Method: DFT, the ωB97M-V functional and the def2-TZVPD basis

```
19
Properties=species:S:1:pos:R:3:forces:R:3:mulliken_charge:R:1
Tl 1.98126 -0.25848 1.99256 0.185 -0.280 0.369 0.803
F -1.51815 -1.02945 3.29105 0.473 -0.347 -0.244 -0.201
C -0.63778 -1.78873 2.66591 0.539 0.371 1.561 0.070
F -0.00974 -2.64322 3.48109 -0.709 0.774 -0.731 -0.178
C -1.11553 -2.37462 1.38761 -0.186 -2.682 -0.904 0.985
F -2.16807 -3.18155 1.62895 0.094 0.571 -0.053 -0.229
F -1.45650 -1.48867 0.46970 0.087 0.374 0.173 -0.192
F -0.14542 -3.19006 0.89193 -0.299 0.947 0.224 -0.229
F 1.21125 2.86198 0.91867 -0.415 -1.415 -1.763 -0.238
C 0.86037 2.07525 -0.16120 0.695 2.644 1.799 0.918
C 1.08871 0.72986 -0.11746 0.040 -1.343 0.536 -0.976
C 0.81148 0.03142 -1.23543 1.188 -3.848 0.988 0.560
F 1.07436 -1.37634 -1.25996 -0.605 2.813 -0.025 -0.315
C 0.18711 0.57546 -2.30710 0.185 -1.672 -2.443 0.209
F -0.10516 -0.16184 -3.38113 -0.035 1.149 1.391 -0.197
C -0.02228 1.96984 -2.33290 -0.216 0.946 -0.569 0.552
F -0.53896 2.47201 -3.41957 0.019 0.151 0.287 -0.215
C 0.35749 2.73595 -1.25766 -1.223 1.091 -0.520 0.102
F 0.14555 4.04120 -1.25507 0.183 -0.244 -0.073 -0.231
```
Positions in Å, forces in eV/Å.

Summary:
- Strongest force on any atom: 4.146 eV/A
- HOMO level (alpha / beta): -0.5178 / -0.4919 Eh
- Molar mass: 490.45 g mol⁻¹
- Net charge: +1
- Calculated total energy: -40151.651 eV
- Energy relative to the best compared isomer or geometry (same formula, charge and spin): 0.023 eV
- LUMO energy (alpha / beta): -5.65 / -8.57 eV

***

Molecular formula: C44H67ClNO24
Method: DFT, the ωB97M-V functional and the def2-TZVPD basis

```
137
Properties=species:S:1:pos:R:3:forces:R:3:mulliken_charge:R:1
C -4.36585 -1.15464 2.06046 10.299 -1.176 -1.667 -0.898
C -3.00367 -1.38734 1.70168 -8.563 2.005 3.244 -0.108
C -1.35317 -1.57576 1.49733 -2.633 -0.253 0.077 0.285
C -1.14760 -2.00417 -0.06199 -0.354 -0.804 -0.269 -0.916
C 0.20854 -1.48435 -0.79639 -0.132 -0.309 -1.642 -0.426
C 0.77160 -0.02022 -0.34601 -0.180 -1.575 1.343 -0.072
C 0.04101 1.35726 -0.87328 0.446 0.945 1.802 -0.377
C -1.58751 1.47723 -0.90786 -0.539 0.406 0.515 0.011
C -2.12265 2.46519 0.33133 -5.467 4.855 -2.586 0.396
O -3.06516 3.39834 0.03721 6.544 -6.373 2.129 -0.566
Cl -1.54478 2.36352 2.08819 -0.457 -0.178 -2.481 -0.110
C 0.94237 1.87374 -2.15289 0.719 0.227 0.579 0.266
C 0.20750 2.43389 -3.50362 0.370 0.471 -0.132 -0.935
C -0.32604 4.00595 -3.30503 -1.089 -0.485 0.750 0.292
O 0.27228 4.92904 -4.32043 1.270 2.215 3.229 -0.382
C 1.04782 5.99850 -3.64623 5.552 -1.617 3.174 0.195
O 2.15140 5.75425 -2.89192 -7.580 1.056 -4.858 -0.449
C 2.08238 0.65847 -2.30375 -0.952 0.913 -2.544 -0.865
N 2.20389 0.23711 -0.85770 -0.029 1.518 -0.228 0.509
C 3.32257 -0.65848 -0.39603 2.817 -0.882 1.204 -0.255
C 3.80262 -0.14007 1.09549 -0.279 -0.248 -0.147 -0.921
H -5.37066 -0.78313 2.57823 2.668 -1.188 -1.647 0.503
H -1.05560 -2.44363 2.22953 -0.421 1.889 -1.397 0.468
H -0.88842 -0.55375 1.81963 -0.867 -1.983 -0.656 0.028
H -1.11398 -3.19735 -0.08621 -0.075 2.687 -0.018 0.406
H -2.10675 -1.72046 -0.70556 2.135 -0.422 1.540 0.362
H -0.03786 -1.40854 -1.96230 0.534 -0.288 2.459 0.096
H 1.00300 -2.36698 -0.71789 -1.383 2.346 -0.027 0.271
H 0.99888 -0.12441 0.82151 -1.088 0.764 -2.400 0.221
H 0.35345 2.13057 -0.01869 -0.788 -1.645 -1.699 0.264
H -2.02263 1.98922 -1.89383 1.171 -0.983 2.312 0.271
H -2.17766 0.47636 -0.78360 1.310 1.716 -0.070 0.057
H 1.53674 2.79270 -1.67706 -1.084 -1.834 -1.417 0.202
H -0.68216 1.74803 -3.87495 1.946 1.364 0.850 0.306
H 1.02726 2.49640 -4.34823 -1.699 -0.210 1.631 0.358
H -1.50566 4.09596 -3.45528 2.615 -0.377 0.154 0.228
H -0.12422 4.41562 -2.21464 -0.133 -1.002 -2.253 -0.107
H 0.78254 7.15496 -3.76969 0.050 -2.821 -0.312 0.327
H 1.74202 -0.22859 -3.01516 0.605 1.722 1.852 0.103
H 3.05513 1.11164 -2.79147 -1.718 -1.028 1.522 0.526
H 2.40428 1.16694 -0.37933 0.036 -1.355 -0.591 0.295
H 4.26681 -0.55021 -1.11638 -2.358 -0.157 1.355 0.305
H 3.06638 -1.79612 -0.31448 0.091 2.397 -0.540 0.137
H 4.83620 -0.63987 1.35273 -2.243 0.849 -0.449 0.236
H 2.95655 -0.43958 1.87216 2.037 0.666 -1.435 0.290
H 3.97625 1.02706 1.13061 -0.433 -2.264 -0.197 0.305
C 2.31886 -1.96501 -7.12418 -0.422 0.198 0.055 -1.463
C 3.15741 -2.00676 -5.86298 -0.200 0.230 -1.629 0.670
C 4.00970 -3.23441 -5.76181 0.734 -0.236 -0.861 -0.325
O 4.15996 -3.38873 -4.36249 -1.105 0.471 1.177 -0.304
C 3.03803 -2.84906 -3.79909 -0.110 -0.571 1.550 0.597
O 2.70637 -3.00532 -2.63607 0.544 0.555 -2.048 -0.514
O 2.33277 -2.11496 -4.71308 0.292 -0.510 1.389 -0.360
H 1.68443 -1.07274 -7.13180 0.168 -0.051 -0.054 0.382
H 2.94916 -1.95567 -8.01831 0.004 -0.005 0.171 0.323
H 1.64460 -2.82709 -7.17668 0.244 0.037 0.050 0.371
H 3.75272 -1.09065 -5.77018 0.048 -0.101 0.048 0.234
H 4.98192 -3.11032 -6.24790 -0.146 -0.153 0.232 0.073
H 3.52572 -4.13510 -6.15695 -0.013 0.217 -0.079 0.302
C -0.04613 6.46266 -0.03902 0.279 -0.330 0.319 -1.115
C -0.67095 7.62990 0.69765 0.021 -1.018 -0.745 0.365
C -0.41764 8.94920 0.03506 -0.292 0.346 -0.804 -0.463
O -0.48129 9.85497 1.12134 0.232 -0.290 0.784 -0.317
C -0.09075 9.15070 2.22537 0.697 1.263 2.604 0.593
O 0.20005 9.65366 3.29751 -0.735 -1.254 -2.603 -0.545
O -0.06345 7.80733 1.96788 0.027 0.914 0.290 -0.339
H -0.22271 5.52898 0.50482 -0.131 0.087 -0.095 0.232
H -0.45819 6.36509 -1.04774 -0.058 0.096 0.135 0.264
H 1.04084 6.58006 -0.11164 -0.175 0.138 -0.072 0.372
H -1.74176 7.45323 0.85396 0.059 0.105 -0.050 0.300
H -1.17212 9.19039 -0.71958 0.086 0.130 0.231 0.318
H 0.57747 9.02558 -0.41831 -0.047 -0.203 0.024 0.331
C -4.91491 -0.44414 6.50675 -0.189 -0.331 -0.177 -1.262
C -3.55116 -0.97552 6.89834 -1.101 0.870 0.429 0.552
C -2.43432 -0.03295 6.56971 -0.008 0.907 0.336 -0.337
O -1.33494 -0.90838 6.39806 0.068 -1.015 -0.441 -0.337
C -1.85884 -2.09471 5.96730 0.770 -1.745 -0.781 0.639
O -1.20284 -3.00802 5.49554 -1.231 1.886 0.870 -0.609
O -3.21701 -2.12076 6.12972 1.516 -0.364 -0.453 -0.326
H -5.69113 -1.18392 6.72792 0.085 0.190 0.087 0.127
H -5.14803 0.48071 7.04262 0.056 -0.182 0.012 0.367
H -4.96694 -0.25058 5.42954 0.136 0.039 0.126 0.324
H -3.54268 -1.26144 7.95685 0.147 0.184 -0.396 0.336
H -2.24131 0.68385 7.37334 0.134 -0.212 -0.133 0.352
H -2.58730 0.51459 5.63247 -0.154 -0.052 0.033 0.192
C -8.74942 1.40946 -0.95609 -0.432 0.170 0.063 -1.447
C -7.91087 1.36772 0.30511 -0.319 0.337 -1.307 0.482
C -7.05858 0.14007 0.40628 0.738 -0.288 -0.797 -0.493
O -6.90831 -0.01425 1.80560 -1.021 0.443 0.645 -0.231
C -8.03024 0.52542 2.36900 -1.273 -0.014 2.601 0.514
O -8.36191 0.36915 3.53202 0.934 0.315 -2.702 -0.555
O -8.73551 1.25952 1.45502 0.571 -0.692 1.063 -0.339
H -9.38384 2.30174 -0.96371 0.198 -0.083 -0.044 0.353
H -8.11912 1.41880 -1.85022 -0.017 0.030 0.153 0.376
H -9.42368 0.54738 -1.00859 0.222 0.040 0.057 0.365
H -7.31556 2.28383 0.39791 0.044 -0.127 0.031 0.260
H -6.08635 0.26416 -0.07981 -0.065 -0.089 0.284 0.288
H -7.54256 -0.76062 0.01114 -0.065 0.191 -0.047 0.281
C 6.44701 -4.15926 3.48970 -0.430 0.213 0.026 -1.423
C 7.10150 -3.94721 2.13981 -0.470 -0.882 1.204 0.461
C 8.58266 -3.74205 2.22824 0.634 -0.666 0.380 -0.506
O 8.85375 -2.96490 1.07626 -0.836 0.843 -0.528 -0.323
C 7.71567 -2.25189 0.82373 0.142 1.669 -1.452 0.609
O 7.64901 -1.30823 0.05424 -0.048 -1.958 1.594 -0.552
O 6.66204 -2.73249 1.55213 0.679 0.749 -0.827 -0.234
H 5.36287 -4.26214 3.37673 0.175 -0.125 0.011 0.351
H 6.83572 -5.05588 3.98144 -0.039 0.098 -0.139 0.385
H 6.61141 -3.29742 4.14604 0.139 -0.132 -0.138 0.358
H 6.84534 -4.76733 1.45860 0.121 0.081 0.011 0.238
H 9.13803 -4.68431 2.20353 -0.015 0.256 -0.149 0.329
H 8.89167 -3.16889 3.11007 -0.188 -0.102 0.003 0.312
C -6.87782 -5.72547 8.05979 0.422 -0.232 -0.071 -1.433
C -6.78862 -4.54560 9.00610 -0.535 -1.263 -0.517 0.515
C -7.65264 -3.39316 8.59490 -0.985 -0.066 -0.079 -0.519
O -6.97162 -2.28482 9.15374 1.189 0.157 0.145 -0.291
C -5.65128 -2.63431 9.19792 1.536 1.123 0.436 0.678
O -4.73709 -1.85322 9.40089 -2.078 -1.692 -0.095 -0.626
O -5.48950 -3.97502 8.97881 0.184 1.438 0.253 -0.308
H -6.19910 -6.52318 8.37871 -0.195 0.084 0.023 0.358
H -7.89552 -6.12490 8.02020 0.114 0.087 0.084 0.372
H -6.57056 -5.44134 7.04716 -0.125 0.098 0.169 0.335
H -6.99914 -4.86418 10.03394 -0.030 0.121 -0.067 0.260
H -8.66880 -3.46876 8.99315 0.223 0.198 0.005 0.336
H -7.70464 -3.25276 7.50899 0.053 -0.193 0.062 0.297
C 6.14231 0.24407 -10.56534 -0.460 -0.017 -0.114 -1.457
C 6.51815 -0.68363 -9.42795 -0.049 1.280 -0.781 0.576
C 7.87074 -1.30491 -9.59604 0.865 0.504 -0.069 -0.541
O 7.74367 -2.51594 -8.87373 -1.038 -0.605 0.141 -0.302
C 6.42280 -2.85992 -8.94005 -0.647 -2.185 0.510 0.676
O 5.97830 -3.95353 -8.63433 0.834 2.437 -0.493 -0.560
O 5.66534 -1.81763 -9.40000 0.328 -1.082 0.507 -0.332
H 5.13186 0.63911 -10.41817 0.196 0.041 0.034 0.358
H 6.84042 1.08317 -10.63872 -0.073 -0.124 0.085 0.386
H 6.13149 -0.29069 -11.52161 0.141 0.014 0.198 0.354
H 6.42653 -0.16482 -8.46633 0.107 -0.074 -0.020 0.218
H 8.67082 -0.68463 -9.18128 -0.100 -0.274 0.027 0.327
H 8.11210 -1.54928 -10.63703 -0.155 0.154 0.046 0.332
```
Positions in Å, forces in eV/Å.

Summary:
- Strongest force on any atom: 10.499 eV/A
- HOMO level: -0.4095 Eh
- Molar mass: 1029.46 g mol⁻¹
- Net charge: +1
- Calculated total energy: -109850.271 eV
- Energy relative to the best compared isomer or geometry (same formula, charge and spin): 11.679 eV
- LUMO energy: -2.61 eV